1.
# C43H51AsFI2InN2O7P

C43H51AsFI2InN2O7P as an isolated structure (wB97M-V/def2-TZVPD, OMol25).

Calculated values
E_LUMO: -2.72 eV
DFT total energy: -5767.86526 Eh
ΔE to the lowest compared entry with this formula, charge and spin: 9.7 kcal/mol
gap between HOMO and LUMO: 8.12 eV
total charge: +1
E_HOMO: -10.8379 eV

Atoms and positions in Å:
In1 1.3587 -0.3499 0.1678
O1 0.8937 -1.5207 -2.1473
C1 0.9249 -2.4781 -1.3602
O2 1.7597 -2.5315 -0.3951
C2 -0.2436 -3.4001 -1.2376
C3 -0.6789 -4.2649 -2.2266
C4 -1.8390 -5.0019 -2.0334
C5 -2.5813 -4.8419 -0.8733
C6 -2.1653 -3.9463 0.1014
C7 -0.9822 -3.2313 -0.0579
P1 -0.4691 -2.0402 1.2409
C8 -2.0462 -1.4484 1.9059
C9 -2.3903 -1.6030 3.2445
C10 -3.5985 -1.1051 3.7163
C11 -4.4725 -0.4690 2.8525
C12 -4.1434 -0.3328 1.5093
C13 -2.9361 -0.8120 1.0388
C14 0.2650 -3.0312 2.5685
C15 0.2849 -4.4232 2.5342
C16 0.8357 -5.1394 3.5879
C17 1.3578 -4.4698 4.6853
C18 1.3409 -3.0819 4.7231
C19 0.8075 -2.3640 3.6651
H1 -0.1150 -4.3556 -3.1454
H2 -2.1722 -5.6894 -2.7992
H3 -3.4921 -5.4069 -0.7293
H4 -2.7678 -3.8041 0.9899
H5 -1.7210 -2.1041 3.9301
H6 -3.8545 -1.2278 4.7603
H7 -5.4165 -0.0883 3.2198
H8 -4.8304 0.1510 0.8266
H9 -2.6847 -0.7009 -0.0072
H10 -0.1256 -4.9499 1.6826
H11 0.8457 -6.2207 3.5535
H12 1.7730 -5.0287 5.5138
H13 1.7461 -2.5489 5.5741
H14 0.8171 -1.2795 3.7027
C20 -2.3673 5.3229 -3.7202
C21 -3.1811 4.7327 -2.5773
C22 -4.6171 4.3955 -2.9488
C23 -4.6561 3.3044 -4.0079
C24 -3.8349 2.1209 -3.5756
C25 -4.0703 0.8649 -4.0859
C26 -3.3120 -0.2288 -3.6663
F1 -3.5779 -1.4220 -4.2182
C27 -2.3311 -0.1216 -2.7251
C28 -2.0821 1.1476 -2.1776
C29 -1.0630 1.2886 -1.1527
O3 -0.5282 0.2385 -0.6967
C30 -0.7874 2.5920 -0.6907
C31 -1.5486 3.6341 -1.1629
N1 -2.5143 3.5091 -2.0696
C32 -2.8099 2.2631 -2.6136
C33 0.2271 2.8895 0.3703
O4 0.2092 3.9469 0.9695
O5 1.1271 1.9600 0.5517
H15 -2.8656 6.2093 -4.1124
H16 -2.2447 4.6089 -4.5347
H17 -1.3740 5.6142 -3.3792
H18 -3.1848 5.4240 -1.7333
H19 -5.1109 5.3004 -3.3023
H20 -5.1475 4.0636 -2.0534
H21 -4.2790 3.6845 -4.9609
H22 -5.6816 2.9833 -4.1904
H23 -4.8506 0.7087 -4.8198
H24 -1.7329 -0.9700 -2.4202
H25 -1.3749 4.6290 -0.7702
C34 3.4064 -0.4889 -3.7419
C35 3.5018 0.7863 -2.9214
As1 3.5199 0.6169 -0.9762
C36 5.0563 -0.5226 -0.6077
C37 6.2661 -0.3926 -1.5224
C38 3.9518 2.4526 -0.4787
C39 5.4076 2.8584 -0.6556
H26 3.5017 -0.2463 -4.8011
H27 2.4580 -0.9948 -3.5833
H28 4.2049 -1.1928 -3.5012
H29 2.6742 1.4641 -3.1449
H30 4.4238 1.3306 -3.1440
H31 4.6511 -1.5365 -0.6359
H32 5.3197 -0.3293 0.4349
H33 6.0129 -0.5529 -2.5700
H34 7.0074 -1.1450 -1.2515
H35 6.7447 0.5811 -1.4432
H36 3.6178 2.6106 0.5416
H37 3.2932 3.0544 -1.1102
H38 6.0728 2.2602 -0.0324
H39 5.5380 3.9003 -0.3616
H40 5.7428 2.7691 -1.6900
C40 3.6228 -3.4907 1.6810
C41 3.6108 -2.0920 2.2164
N2 4.3241 -1.8710 3.3265
O6 2.9923 -1.1520 1.6975
H41 4.3999 -4.0882 2.1519
H42 3.7521 -3.4815 0.6022
H43 2.6487 -3.9399 1.8735
H44 4.7998 -2.6233 3.7904
H45 4.2430 -0.9693 3.7779
I1 1.9315 1.7411 2.8595
I2 2.6617 0.8911 5.3183
C42 -2.6685 2.8484 4.1814
C43 -2.4470 2.8217 2.6824
O7 -1.6058 1.7444 2.2846
H46 -3.3810 3.6268 4.4574
H47 -1.7348 3.0532 4.7101
H48 -3.0541 1.8878 4.5250
H49 -2.0270 3.7726 2.3316
H50 -3.3918 2.6570 2.1586
H51 -0.7697 1.8272 2.7621

Atoms 1-6, force components in eV/Å:
-0.021 -0.037 0.120
-0.110 -0.299 -0.396
-0.135 0.381 0.117
0.161 -0.094 0.064
-0.048 0.011 0.002
-0.040 -0.016 -0.021



2.
# C39H36F6O

A 7-piece molecular cluster, C39H36F6O overall in a non-equilibrium geometry (wB97M-V/def2-TZVPD, OMol25).

Calculated values
structure (SMILES): Fc1ccccc1.Fc1ccccc1.Fc1ccccc1.Fc1ccccc1.Fc1ccccc1.Fc1ccccc1.CC(C)=O
E_LUMO: 0.69 eV
DFT total energy: -2182.10013 Eh
ΔE to the lowest compared entry with this formula, charge and spin: 12.6 kcal/mol
gap between HOMO and LUMO: 9.66 eV
total charge: 0
E_HOMO: -8.9703 eV

Atoms and positions in Å:
F1 -1.1735 3.1621 -3.2155
C1 -1.9403 2.0327 -3.2613
C2 -3.2605 2.0180 -2.7348
C3 -3.8914 0.7871 -2.6968
C4 -3.2955 -0.3588 -3.2229
C5 -1.9561 -0.3298 -3.6137
C6 -1.2792 0.8747 -3.7491
H1 -3.7248 2.9286 -2.3861
H2 -4.8743 0.7354 -2.2522
H3 -3.7112 -1.3354 -3.0234
H4 -1.4021 -1.2440 -3.7675
H5 -0.2477 1.0794 -3.9954
F2 1.8999 -1.4103 -3.6154
C7 3.2442 -1.2426 -3.6490
C8 3.9697 -1.7547 -4.6640
C9 5.3147 -1.5601 -4.7569
C10 5.9921 -1.0849 -3.5958
C11 5.2536 -0.6585 -2.4889
C12 3.8600 -0.7053 -2.5350
H6 3.4646 -2.2529 -5.4783
H7 5.9748 -1.8539 -5.5596
H8 7.0700 -1.0666 -3.5317
H9 5.7320 -0.3002 -1.5893
H10 3.2052 -0.4136 -1.7272
F3 2.6841 -5.2050 -3.4761
C13 3.0338 -5.2545 -2.1871
C14 2.9283 -4.1216 -1.4345
C15 3.3143 -4.1290 -0.0774
C16 3.7732 -5.3430 0.4636
C17 3.7484 -6.5227 -0.2388
C18 3.3679 -6.4910 -1.5486
H11 2.4748 -3.2736 -1.9260
H12 3.3101 -3.2538 0.5554
H13 4.0706 -5.2943 1.5007
H14 4.2265 -7.3966 0.1783
H15 3.4843 -7.4134 -2.0983
F4 -5.5965 -0.3970 4.4320
C19 -5.0094 0.2835 3.3952
C20 -4.5047 -0.3896 2.2840
C21 -3.9862 0.3245 1.2337
C22 -3.9069 1.6836 1.3051
C23 -4.4546 2.3682 2.3860
C24 -4.9742 1.6917 3.4524
H16 -4.5942 -1.4658 2.2806
H17 -3.5847 -0.0781 0.3155
H18 -3.4727 2.2270 0.4789
H19 -4.3776 3.4448 2.3484
H20 -5.4521 2.2153 4.2672
F5 -0.5583 -1.0114 2.7228
C25 -0.2440 -0.1300 3.6518
C26 0.9850 0.4957 3.6042
C27 1.2906 1.4074 4.6249
C28 0.3744 1.6323 5.6396
C29 -0.8640 0.9848 5.6493
C30 -1.1873 0.0877 4.6686
H21 1.6092 0.2495 2.7579
H22 2.2764 1.8479 4.6465
H23 0.6041 2.3751 6.3892
H24 -1.6488 1.2641 6.3366
H25 -2.1708 -0.3584 4.6537
F6 0.4812 4.0694 -0.9613
C31 -0.2704 4.2961 0.1023
C32 -1.4298 5.0292 -0.0704
C33 -2.2567 5.2185 1.0015
C34 -1.8517 4.7728 2.2468
C35 -0.7345 4.0037 2.4069
C36 0.0141 3.7005 1.2763
H26 -1.7028 5.4314 -1.0348
H27 -3.1976 5.7084 0.7989
H28 -2.4057 5.0134 3.1420
H29 -0.4318 3.7371 3.4088
H30 0.9506 3.1691 1.3603
C37 -0.0759 0.4118 -0.0433
C38 0.7015 -0.9014 -0.2641
C39 0.1053 -1.8250 -1.2539
O1 1.7557 -1.1022 0.3463
H31 -0.8002 0.2217 0.7488
H32 -0.5250 0.7271 -0.9851
H33 0.5709 1.2127 0.3148
H34 0.3633 -1.3493 -2.2000
H35 -0.9831 -1.8166 -1.1954
H36 0.5291 -2.8291 -1.2708

Atoms 1-6, force components in eV/Å:
-0.879 -0.386 -0.119
-0.172 -0.729 0.050
1.944 0.092 -0.806
-0.311 -0.092 -0.549
0.961 -0.114 1.334
0.147 0.304 -0.598



3.
# C2H2O3

An isolated molecule of C2H2O3 in a non-equilibrium geometry (wB97M-V/def2-TZVPD, OMol25).

Calculated values
E_LUMO (alpha / beta): -1.81 / -1.79 eV
DFT total energy: -302.91609 Eh
ΔE to the lowest compared entry with this formula, charge and spin: 134.5 kcal/mol
gap between HOMO and LUMO (alpha / beta): 8.23 / 8.41 eV
total charge: 0
E_HOMO (alpha / beta): -10.0370 / -10.2067 eV

Atoms and positions in Å:
C1 0.1160 -0.6728 -0.0215
C2 -0.8763 0.3749 0.1097
O1 -2.0128 0.3868 -0.1332
O2 1.3291 -0.4595 0.0253
O3 1.7691 0.7638 -0.1198
H1 0.0122 -1.6782 -0.2013
H2 -0.3372 1.2850 0.3409

Atoms 1-6, force components in eV/Å:
-1.337 -0.710 -0.159
3.662 2.005 0.031
-3.930 -1.082 -0.696
2.102 0.440 -0.334
0.615 1.038 0.316
-1.234 -2.424 0.109



4.
# C2HN3O2

An isolated molecule of C2HN3O2 in a non-equilibrium geometry (wB97M-V/def2-TZVPD, OMol25).

Calculated values
structure (SMILES): [H]/N=c1\oon1C#N
E_LUMO: 0.04 eV
DFT total energy: -391.34628 Eh
ΔE to the lowest compared entry with this formula, charge and spin: 159.7 kcal/mol
gap between HOMO and LUMO: 10.19 eV
total charge: 0
E_HOMO: -10.1596 eV

Atoms and positions in Å:
H1 -0.2930 0.9010 0.3217
N1 0.2670 0.0623 0.3217
C1 0.0252 -0.8015 -0.5215
O1 -0.8823 -0.9845 -1.5798
O2 -0.3085 -2.2461 -1.8575
N2 0.5971 -2.0319 -0.7739
C2 1.5616 -2.8163 -0.3540
N3 2.3995 -3.5043 0.0122

Atoms 1-6, force components in eV/Å:
-0.134 0.036 -0.115
0.091 0.021 0.100
-0.266 0.403 0.011
0.202 0.973 0.873
0.457 -1.575 -0.631
-0.515 0.421 -0.190



5.
# C2H9NO

A 3-piece molecular cluster, C2H9NO overall in a non-equilibrium geometry (wB97M-V/def2-TZVPD, OMol25).

Calculated values
structure (SMILES): [H][H].C1CO1.N
E_LUMO: 1.00 eV
DFT total energy: -211.46155 Eh
ΔE to the lowest compared entry with this formula, charge and spin: 77.5 kcal/mol
gap between HOMO and LUMO: 11.33 eV
total charge: 0
E_HOMO: -10.3298 eV

Atoms and positions in Å:
H1 -2.6348 -4.5008 -4.4579
H2 -2.1528 -3.9326 -4.5060
C1 1.3502 -0.3673 1.9726
C2 0.0065 -0.4891 1.3281
O1 0.2255 0.5513 2.2295
H3 2.1386 0.0595 1.3287
H4 1.6685 -1.3111 2.3997
H5 0.0172 -0.3165 0.2777
H6 -0.6775 -1.4033 1.7772
N1 0.3424 2.9593 -0.6206
H7 -0.2810 3.5237 -1.2095
H8 -0.0373 3.2139 0.3392
H9 0.0344 2.0130 -0.8588

Atoms 1-6, force components in eV/Å:
0.125 0.147 -0.012
-0.125 -0.147 0.012
-0.756 0.129 -2.510
-0.418 -2.853 1.627
1.186 -0.908 0.711
-0.556 0.107 0.519



6.
# C25H44N3PV

C25H44N3PV as an isolated structure in a non-equilibrium geometry (wB97M-V/def2-TZVPD, OMol25).

Calculated values
E_LUMO (alpha / beta): 0.50 / -0.10 eV
DFT total energy: -2428.47646 Eh
spin multiplicity: 4
gap between HOMO and LUMO (alpha / beta): 5.88 / 7.08 eV
total charge: 0
E_HOMO (alpha / beta): -5.3803 / -7.1821 eV

Atoms and positions in Å:
C1 -1.0928 2.8529 2.4785
C2 -0.3954 3.7331 1.5627
H1 -1.1493 1.8399 1.9163
H2 -2.1273 3.0611 2.8008
H3 -0.3977 2.5443 3.2927
H4 0.5935 3.2115 1.6320
H5 -0.6986 3.4735 0.5543
H6 -0.4041 4.8191 1.7022
C3 1.1066 -1.4533 3.1169
C4 1.6495 -2.4071 3.9769
C5 2.9787 -2.8053 3.7829
C6 3.7649 -2.2179 2.7868
H7 0.1260 -0.9790 3.2563
H8 1.0190 -2.8123 4.7710
H9 3.4028 -3.5719 4.4257
H10 4.8362 -2.3950 2.6806
N1 1.8194 -1.0968 1.9950
C7 3.1794 -1.3603 1.8633
C8 3.8254 -0.5658 0.8501
N2 2.9560 0.2071 0.0861
C9 3.3745 1.2916 -0.6437
C10 5.6288 0.5774 -0.2724
C11 4.7245 1.4088 -0.9463
H11 2.5954 2.0031 -0.9669
H12 5.0327 2.1435 -1.6930
C12 5.1968 -0.3742 0.6693
H13 5.8691 -0.9628 1.2851
H14 6.6925 0.6761 -0.4779
V1 1.3181 0.2838 0.8862
C13 2.0988 1.9675 2.4400
H15 3.0490 2.2312 1.9712
H16 2.3018 1.2096 3.1944
H17 1.8007 2.8547 3.0125
C14 -2.5812 2.1944 -0.9618
C15 -2.9290 0.7080 -0.7503
C16 -3.4658 0.5850 0.6877
C17 -4.1245 0.3744 -1.6812
P1 -1.3857 -0.3428 -1.0608
N3 -0.1167 0.0859 -0.0811
C18 -1.6355 -2.1544 -0.5509
C19 -2.7549 -2.8075 -1.3660
C20 -0.3094 -2.9159 -0.7223
C21 -1.9533 -2.2248 0.9458
C22 -0.7388 0.0242 -2.8356
C23 0.1149 1.3008 -2.7754
C24 0.1571 -1.1287 -3.2989
C25 -1.8511 0.2228 -3.8753
H18 -1.7348 2.4836 -0.3291
H19 -2.3663 2.4617 -2.0078
H20 -3.4512 2.7992 -0.6446
H21 -4.2660 1.3357 0.8077
H22 -3.9392 -0.3852 0.8749
H23 -2.7095 0.7941 1.4553
H24 -4.0420 0.8437 -2.6707
H25 -4.2814 -0.7035 -1.8088
H26 -5.0371 0.7906 -1.2177
H27 -2.6477 -2.6641 -2.4522
H28 -2.7451 -3.8950 -1.1827
H29 -3.7514 -2.4524 -1.0662
H30 0.5186 -2.3736 -0.2408
H31 -0.3944 -3.8920 -0.2159
H32 -0.0452 -3.1103 -1.7687
H33 -1.1958 -1.6979 1.5445
H34 -2.9418 -1.8437 1.2075
H35 -1.9367 -3.2816 1.2541
H36 0.9850 1.1740 -2.1178
H37 0.4855 1.5124 -3.7899
H38 -0.4463 2.1832 -2.4443
H39 -0.4053 -2.0575 -3.4604
H40 0.6068 -0.8526 -4.2642
H41 0.9823 -1.3121 -2.5996
H42 -2.4047 1.1618 -3.7429
H43 -1.3769 0.2882 -4.8692
H44 -2.5607 -0.6163 -3.9138

Atoms 1-6, force components in eV/Å:
-1.137 -3.540 0.978
1.660 0.010 -1.524
-0.084 1.395 0.855
0.501 0.204 0.117
-0.927 0.563 0.131
-0.195 1.572 -0.559



> Number 4 is which compound?

C2HN3O2